{
  "formula": "C21H28IMnN3O4S2",
  "method": "ωB97M-V with the def2-TZVPD basis set",
  "elements": ["H", "H", "H", "H", "C", "C", "H", "H", "C", "H", "O", "C", "H", "N", "H", "H", "S", "H", "H", "H", "C", "Mn", "H", "H", "N", "C", "C", "C", "C", "C", "H", "O", "C", "O", "C", "C", "H", "C", "H", "H", "C", "I", "C", "H", "H", "C", "N", "C", "S", "C", "H", "H", "H", "H", "H", "C", "H", "O", "C", "H"],
  "xyz": [[1.20970, 1.92993, 5.48979], [-4.99066, -0.93902, 0.01254], [-4.12842, -0.62399, -1.48918], [-0.78276, -0.95507, 3.13809], [-3.99528, -0.86983, -0.43105], [2.64086, -0.56008, 2.90799], [-2.24176, 0.80862, -1.46433], [2.13391, -2.65026, -0.78210], [3.32260, 0.35524, 6.48488], [-2.30160, 0.66972, 2.17322], [3.69819, 3.09245, -7.79415], [1.08359, 1.17268, 3.51560], [-1.35127, -1.32615, 1.00461], [-1.46920, -1.70901, 2.98507], [-3.84268, -0.20716, 2.27137], [-3.97973, -2.59245, 1.70573], [0.00020, 0.14354, -2.99907], [1.93183, 1.49661, 7.17405], [-4.02693, -2.99741, -0.67163], [-2.53653, -3.52180, 1.26462], [1.05283, -2.80038, -0.73643], [0.05549, -0.76671, -0.96259], [-0.47010, 2.81272, -3.90249], [-3.89164, 1.14286, 0.28824], [-2.09377, -2.26687, -1.14570], [1.59906, 0.30300, 2.54226], [2.98448, 3.57462, -6.95987], [2.02169, 0.69066, -4.76181], [-3.02700, -2.55030, 1.16982], [0.42150, 2.44667, -4.39338], [0.29160, 1.85606, 3.23604], [2.73435, 1.06466, 7.47529], [2.67447, 1.48547, -5.68150], [4.32716, -0.25374, 6.72205], [1.61562, 1.20590, 4.79128], [-2.90765, -0.11502, 1.71152], [-0.89376, -2.57550, 2.85873], [3.16449, -0.51873, 4.18339], [-2.09037, -1.80101, 3.78488], [3.03553, -1.24486, 2.16946], [0.88027, 1.15993, -4.10393], [0.92988, -4.11819, 1.03067], [-3.23008, 0.26973, 0.25657], [0.68368, 4.22638, -5.52360], [-2.32265, -2.00325, -2.09916], [-2.15838, -1.42960, 1.70082], [-2.00700, 0.57819, -0.50356], [2.22902, 2.77667, -5.95604], [0.93666, 0.34939, 0.92390], [-3.31712, -2.24184, -0.31673], [2.37989, -0.30618, -4.54410], [-1.53912, 1.39004, -0.11043], [2.31860, 5.17877, -6.13795], [3.98271, -1.16638, 4.46974], [-1.71032, -3.20553, -1.17763], [2.66641, 0.36029, 5.14719], [3.54706, 1.12349, -6.20918], [2.84796, 4.91986, -6.89810], [1.09051, 3.24531, -5.30205], [0.81400, -3.51310, -1.53167]],
  "forces_ev_per_a": [[-0.0236, 0.0253, -0.0086], [-0.0348, 0.0085, -0.0154], [-0.0696, 0.0101, 0.0366], [-0.0306, 0.0042, 0.1277], [0.2022, -0.0146, -0.0101], [-0.0543, 0.0648, -0.0317], [0.0839, 0.0067, -0.0489], [0.0086, -0.0175, 0.0118], [-0.0071, -0.0824, -0.0098], [0.0203, 0.0323, -0.0248], [0.0170, -0.0050, 0.0153], [0.0203, -0.0260, -0.0565], [0.6494, 0.0663, -0.2061], [0.8500, -0.5442, -0.1760], [-0.0257, 0.0386, 0.0352], [-0.0300, -0.0678, -0.0005], [-0.8091, 0.1533, -1.1506], [-0.1062, 0.0175, -0.1149], [-0.0427, 0.0226, 0.0663], [0.0852, 0.0011, -0.0306], [-0.1878, 0.3164, -0.2436], [0.0781, -1.6665, 1.1344], [-0.0005, -0.0116, 0.0064], [-0.0103, -0.0183, 0.0263], [-0.0837, -0.0382, 0.4050], [-0.2049, -0.3144, -0.0562], [0.0371, -0.0184, -0.0377], [-0.0908, 0.0482, 0.0547], [0.1158, -0.0757, -0.1374], [0.0028, -0.0418, 0.0351], [0.0148, 0.0263, -0.0079], [0.0958, 0.0411, 0.1820], [0.0851, 0.0682, -0.0943], [0.0391, -0.0363, 0.0132], [0.1120, -0.1121, 0.1491], [0.2015, 0.1427, -0.1192], [-0.2606, 0.3521, 0.0894], [0.0595, -0.0300, 0.1466], [-0.0007, -0.0044, 0.0811], [0.0102, -0.0051, 0.0141], [0.4265, 0.2010, -0.0398], [-0.3871, 0.4865, 0.0288], [-0.1396, -0.0952, -0.1073], [-0.0076, 0.0033, 0.0123], [0.0021, -0.0307, -0.0304], [-0.4974, 0.1028, -0.5958], [-0.0684, -0.0018, 0.3119], [-0.1299, -0.0909, 0.1261], [-0.0216, 0.9162, 0.6455], [-0.1440, 0.1064, -0.1043], [0.0021, -0.0042, -0.0110], [0.0642, 0.0075, -0.0028], [-0.0297, -0.0562, 0.1095], [0.0009, -0.0106, -0.0362], [0.1163, 0.0007, 0.0017], [-0.0896, 0.0853, -0.1651], [0.0017, -0.0135, 0.0191], [0.0294, 0.1266, -0.1451], [0.1027, 0.0044, -0.0986], [0.0531, -0.0539, 0.0318]],
  "lumo_ev": [-0.666, -0.669],
  "multiplicity": 6,
  "homo_lumo_gap_ev": [6.4819, 7.1527],
  "s_squared": 8.761
}